Density functional theory data (the ωB97M-V functional and the def2-TZVPD basis) for a cluster of 10 separate species, C61H65Cl2FOSi in total.

```
131
C61H65Cl2FOSi, DFT the ωB97M-V functional and the def2-TZVPD basis
C -0.53 -5.73 -4.02
H -4.71 -8.62 2.35
H 0.32 2.59 2.46
H 0.31 -3.25 -12.21
C 0.82 -3.38 -10.14
H 1.92 7.10 1.60
H -4.68 -8.66 4.83
H 2.62 -6.33 -1.74
H -5.90 9.62 3.27
H -1.29 -5.23 5.91
H -3.59 -5.02 6.79
C -6.27 -10.19 -0.21
H 2.57 11.74 0.02
H -2.58 -1.46 -6.35
Cl 3.49 -1.26 -3.70
C -3.32 -5.86 6.17
H 2.19 -4.43 -3.68
H 2.67 2.37 1.72
H -0.94 -5.39 -12.22
H 1.27 6.30 4.36
C 2.12 -2.30 -3.92
H 1.22 -1.12 4.58
C 2.06 8.11 1.25
C 1.04 3.36 2.72
C 0.72 -4.14 -8.97
H 0.07 8.72 1.75
C 0.94 -1.34 3.56
H -5.28 -6.73 6.24
H -2.23 10.26 5.38
C 0.02 -5.34 -8.98
H -0.68 -7.15 4.49
C 4.84 11.70 3.30
C -1.69 -7.06 4.88
C -0.23 -2.72 1.97
H 4.21 10.85 3.08
C 5.20 12.00 4.60
H 1.36 -2.45 -10.13
C 2.36 3.24 2.30
H 4.42 10.11 -0.14
C 0.74 -7.26 -1.29
Cl 0.64 -0.21 -3.21
C -4.86 9.38 3.43
H 4.84 11.38 5.41
C 0.13 -2.44 3.28
C -2.91 8.09 2.87
C 1.39 -0.53 2.52
H -2.22 -3.53 -5.58
H -1.35 -4.77 -2.40
H -4.61 10.80 5.02
C 2.89 5.33 3.36
H 0.39 11.04 0.95
C 1.57 5.44 3.78
H -0.22 -3.07 4.09
Si -0.66 -2.92 -3.88
H -0.66 -3.65 -6.27
H 2.02 0.32 2.74
C 1.20 10.33 0.89
C 0.22 -1.91 0.94
C 6.10 13.60 2.53
C -0.49 -4.64 -3.04
H -2.43 7.33 2.27
H 6.46 14.23 1.72
H -2.37 -8.88 3.96
C -1.52 -1.63 -6.24
H 2.96 -5.50 0.56
H -0.05 -2.14 -0.08
C -2.03 -5.98 5.67
H -1.70 -2.22 -3.10
C 2.43 10.72 0.36
C -5.34 -9.95 -1.22
H 1.26 -5.95 2.30
H -1.10 -1.55 -7.23
C 2.44 -3.67 -4.40
H 0.38 -4.70 -2.41
C -2.18 8.76 3.85
H 0.59 -7.62 -2.30
H 4.10 7.79 0.65
C 1.02 9.03 1.33
F 0.66 -6.31 -4.28
C -3.93 -7.91 5.06
C 2.07 -6.06 0.32
C 0.89 -1.86 -3.71
C 3.28 4.22 2.62
H -4.81 7.88 1.90
H -7.16 -10.76 -0.44
C -0.58 -5.79 -10.15
C 0.65 4.46 3.46
C -3.96 -8.76 0.35
H -0.77 -7.25 1.74
C -4.13 10.05 4.41
H 3.61 6.10 3.61
C -2.64 -8.03 4.57
C -4.27 -6.82 5.86
H 1.89 -3.84 -5.31
C 0.22 -3.84 -11.31
H 6.28 13.32 5.90
C 3.29 8.50 0.72
H -0.38 4.56 3.78
H 3.50 -3.74 -4.59
C 1.12 -6.32 1.29
C -4.89 -9.00 1.35
C 1.88 -6.53 -0.98
H 7.09 14.75 4.05
H 1.18 -3.78 -8.06
H -1.14 8.52 4.00
C 5.30 12.50 2.26
H -0.05 -5.92 -8.07
H 5.03 12.27 1.24
H 4.31 4.13 2.28
C 6.46 13.89 3.84
H -3.06 -8.20 0.58
C -4.18 -9.23 -0.93
H -1.12 -6.72 -10.15
H -3.46 -9.04 -1.71
C -6.05 -9.72 1.07
C -0.21 -7.51 -0.31
C -2.79 9.74 4.62
H -1.10 -8.08 -0.56
C 6.01 13.09 4.88
H 1.38 -0.20 0.40
C 1.03 -0.82 1.22
C -1.27 -3.03 -5.63
C -0.02 -7.05 0.98
H -1.14 -0.85 -5.60
O -1.52 -6.13 -4.59
C -4.24 8.40 2.66
C 3.47 9.80 0.28
H -6.77 -9.91 1.85
H -5.51 -10.32 -2.22
H -0.86 -3.57 1.75
C -0.47 -5.04 -11.31
```

Output
* calculated total energy: -3748.3959 Ha
* LUMO: 0.48 eV
* frontier orbital gap: 9.746 eV
* HOMO energy: -9.27 eV